16
Properties=species:S:1:pos:R:3 method="wB97M-V/def2-TZVPD" lumo_ev="-0.925 / -0.510" charge=0 relative_energy_kcal_mol=88.1 total_energy_ev=-19148.2923
C -0.4458 -1.0352 0.3416
C -0.1396 0.3455 0.6477
C 0.9378 0.2924 -0.4021
C 2.3354 0.7084 0.0134
N 0.6565 -1.1559 -0.4706
O -1.4134 -1.7411 0.5474
O -1.9019 1.1219 -0.1635
P -3.1296 0.2401 -0.1530
H -0.2031 0.9370 1.5379
H 0.6463 0.8046 -1.3250
H 2.6231 0.2267 0.9423
H 2.3540 1.7875 0.1547
H 3.0537 0.4458 -0.7588
H 0.7996 -1.7736 -1.2539
H -2.8655 -0.9702 -0.8072
H -3.3073 -0.2339 1.1493